161
Properties=species:S:1:pos:R:3:lowdin_spin:R:1 method="wB97M-V/def2-TZVPD" s_squared=0.750 spin_multiplicity=2 charge=0 e_tot_ev=-201135.7608
K -2.31573 2.92381 2.12677 0.47
K -3.96889 3.77222 -1.61503 0.31
C -1.00521 1.45511 -0.93471 0.00
O -0.30845 1.72668 0.32144 0.01
O -2.41901 1.47272 -0.70420 0.03
C -0.47601 2.45689 -1.99775 0.00
F 0.76711 2.26588 -2.39841 0.00
F -1.28305 2.57670 -3.02555 0.00
F -0.52169 3.72040 -1.44937 0.01
C 0.85304 0.97988 0.59094 0.00
C 1.35372 1.04869 2.01119 0.00
H 1.46608 2.12074 2.17301 0.00
H 0.69397 0.70223 2.80668 0.00
H 2.32956 0.56306 2.00675 0.00
H 1.72687 1.21293 -0.01752 0.00
H 0.74291 -0.08360 0.37884 0.00
H -0.63213 0.47983 -1.24731 0.00
Cl 4.24426 -0.90911 0.40933 0.00
C 3.36065 -1.75566 1.79022 0.00
C 3.77880 -3.16702 2.01630 0.00
Cl 5.53710 -3.20125 2.37345 0.00
H 2.29617 -1.75364 1.55575 0.00
H 3.57321 -1.11006 2.64234 0.00
H 3.78503 -3.75961 1.10147 0.00
H 3.28857 -3.70239 2.82942 0.00
Cl 0.56733 8.31400 2.01810 0.00
C -0.44274 7.59966 0.78304 0.01
C -0.76918 6.16794 1.09120 0.03
Cl 0.74032 5.06692 1.11208 0.02
H -0.03905 7.67579 -0.22658 0.00
H -1.27616 8.30128 0.81803 0.00
H -1.48996 5.72578 0.40339 0.03
H -1.31518 6.07028 2.02952 0.03
O 0.14746 -4.64500 -3.94334 0.00
P 0.03537 -3.32452 -4.67483 0.00
N 0.60586 -1.92061 -3.80628 0.00
C 0.70764 -1.85512 -2.32912 0.00
C 0.77063 -0.64589 -4.48639 0.00
N -1.58787 -2.92760 -5.01665 0.00
C -2.31766 -3.67831 -5.94901 0.00
C -2.35146 -2.68959 -3.77187 0.00
N 0.76650 -3.17939 -6.26490 0.00
C 2.04001 -3.89964 -6.57357 0.00
C 0.35759 -2.36481 -7.35558 0.00
H -0.25937 -2.10591 -1.89312 0.00
H 0.94019 -0.83100 -2.03721 0.00
H 1.48498 -2.53288 -1.97628 0.00
H -0.20486 -0.29992 -4.82818 0.00
H 1.42277 -0.65402 -5.35974 0.00
H 1.18927 0.02671 -3.73777 0.00
H -2.26932 -4.76166 -5.83893 0.00
H -3.37970 -3.50989 -5.77064 0.00
H -2.14954 -3.36130 -6.97825 0.00
H -2.48491 -3.63221 -3.24106 0.00
H -1.98308 -2.00698 -3.00608 0.00
H -3.38193 -2.50426 -4.07499 0.00
H 2.45226 -4.49843 -5.76140 0.00
H 1.83377 -4.65785 -7.32901 0.00
H 2.76345 -3.20290 -6.99696 0.00
H -0.51042 -1.76040 -7.09222 0.00
H 0.16151 -2.92985 -8.26683 0.00
H 1.10434 -1.65341 -7.70824 0.00
O 3.20862 4.82866 7.06163 0.00
P 3.71753 3.46948 6.84147 0.00
N 5.31085 3.33734 7.48635 0.00
C 6.35328 3.88975 6.58460 0.00
C 5.56873 3.59654 8.89413 0.00
N 3.75300 2.99633 5.17862 0.00
C 2.64560 3.34240 4.22187 0.00
C 4.68937 1.94261 4.67236 0.00
N 2.83317 2.15501 7.56729 0.00
C 1.71927 2.42591 8.48371 0.00
C 3.46879 0.87738 7.85972 0.00
H 5.95428 3.79471 5.57471 0.00
H 7.28743 3.34632 6.72660 0.00
H 6.54722 4.93823 6.81081 0.00
H 5.21899 4.59970 9.13794 0.00
H 6.64258 3.61457 9.08015 0.00
H 4.91425 2.95826 9.48773 0.00
H 3.06074 3.61788 3.25241 0.00
H 1.86311 2.59067 4.11843 0.00
H 2.04880 4.15737 4.63143 0.00
H 5.40112 1.72451 5.46856 0.00
H 4.06013 1.07940 4.45554 0.00
H 5.04956 2.26681 3.69601 0.00
H 0.91691 1.68826 8.49716 0.00
H 2.10660 2.65706 9.47600 0.00
H 1.25219 3.32529 8.08238 0.00
H 2.67657 0.18446 8.14317 0.00
H 4.25696 0.91876 8.61149 0.00
H 3.95220 0.49780 6.95954 0.00
O -3.78999 3.54198 -4.29246 0.01
P -3.62888 2.95695 -5.64473 0.00
N -2.04747 3.20351 -6.23042 0.00
C -1.45157 4.50398 -6.09741 0.00
C -1.42365 2.47560 -7.32536 0.00
N -4.61881 3.54662 -6.90337 0.00
C -4.40454 3.31280 -8.33348 0.00
C -5.64155 4.55336 -6.63531 0.00
N -3.76363 1.22497 -5.68660 0.00
C -5.04732 0.52390 -5.98602 0.00
C -2.96985 0.40157 -4.81408 0.00
H -0.38567 4.40832 -5.89050 0.00
H -2.03029 5.00850 -5.32369 0.00
H -1.61059 5.00788 -7.05078 0.00
H -1.23983 3.03180 -8.24458 0.00
H -1.92272 1.51934 -7.48221 0.00
H -0.43467 2.19637 -6.96198 0.00
H -5.38545 3.44053 -8.79128 0.00
H -3.57734 3.89668 -8.73715 0.00
H -4.15179 2.25481 -8.40339 0.00
H -5.48389 5.07204 -5.68967 0.00
H -5.52716 5.36243 -7.35671 0.00
H -6.65857 4.18087 -6.75788 0.00
H -4.86524 -0.51513 -6.26054 0.00
H -5.66040 0.47696 -5.08599 0.00
H -5.61452 1.07359 -6.73717 0.00
H -2.13470 0.98673 -4.42908 0.00
H -2.65556 -0.54969 -5.24351 0.00
H -3.53384 0.12008 -3.92482 0.00
O 0.57063 -3.77271 2.61603 0.00
P -0.66089 -4.35565 1.98493 0.00
N -1.02450 -5.86493 2.61709 0.00
C -0.02260 -6.59837 3.41900 0.00
C -2.32730 -6.49506 2.54651 0.00
N -0.42269 -4.69568 0.32021 0.00
C 0.91138 -4.96178 -0.19953 0.00
C -1.43181 -5.25665 -0.57155 0.00
N -2.14251 -3.41756 1.91848 0.00
C -2.19330 -2.29189 1.03866 0.00
C -2.92214 -3.14634 3.10139 0.00
H 0.77914 -6.92614 2.75727 0.00
H -0.50768 -7.45306 3.89048 0.00
H 0.49764 -5.95264 4.12646 0.00
H -2.85669 -6.00274 1.73074 0.00
H -2.84512 -6.15680 3.44403 0.00
H -2.37380 -7.58193 2.47846 0.00
H 1.34341 -3.97915 -0.38896 0.00
H 1.52749 -5.44650 0.55781 0.00
H 0.81657 -5.67562 -1.01778 0.00
H -2.41176 -4.87137 -0.28981 0.00
H -1.28179 -4.97372 -1.61344 0.00
H -1.51952 -6.32409 -0.36908 0.00
H -3.20410 -1.92945 0.85149 0.00
H -1.63253 -1.47631 1.49524 0.00
H -1.92514 -2.59238 0.02580 0.00
H -2.60609 -2.24589 3.62808 0.00
H -2.94484 -3.95753 3.82910 0.00
H -3.98352 -3.07388 2.86406 0.00
O 2.81367 -1.13141 5.37120 0.00
C 1.65334 -0.93051 5.35266 0.00
O 1.24805 0.30203 5.59914 0.00
C -0.13753 0.39220 5.79986 0.00
C -0.63716 -1.04498 5.80073 0.00
C 0.49475 -1.85754 5.23340 0.00
H -0.54324 1.03399 5.01781 0.01
H -0.31052 0.91451 6.74080 0.00
H -1.57699 -1.07080 5.24923 0.00
H -0.70389 -1.33626 6.84896 0.00
H 0.33158 -1.90316 4.15665 0.00
H 0.59794 -2.88154 5.59240 0.00